(1)
DFT (wB97M-V/def2-TZVPD) results for a molecular structure, C12H24As3F18O12Tl.

Output
**Energy relative to the best compared isomer or geometry (same formula, charge and spin)**: 0.0 kJ/mol
**Charge**: 0
**HOMO level**: -11.6 eV
**Molecular weight**: 1131.4 Da
**LUMO**: -6.81 eV

Cartesian coordinates (Å):
F 3.815 -4.006 1.035
O 2.034 1.648 3.719
H 0.282 2.029 4.830
C -0.886 -1.181 2.007
H 3.904 0.501 0.611
H -5.412 -1.687 -2.025
O 1.732 -2.064 -3.431
C 0.497 -2.090 3.778
H 2.803 -3.855 -3.342
O 2.336 -0.201 -2.399
F -3.524 0.940 1.000
H 4.827 -0.207 -1.977
As -2.931 2.371 1.805
C 4.981 -0.830 -2.853
O -3.635 -1.160 -1.242
O 0.234 -1.271 2.633
F 2.416 -3.527 -0.948
H -3.642 -2.809 2.501
F -1.460 5.147 -2.026
H -0.246 -1.951 4.556
As 2.769 -2.717 0.539
C 2.449 1.125 2.586
O 3.856 -1.592 -3.270
As -0.383 3.945 -2.577
F -3.528 3.321 0.486
F -1.375 2.168 0.942
H -3.531 2.498 -2.520
F -0.695 2.902 -1.127
O -1.815 -1.963 2.492
H -4.961 1.994 -3.385
O -4.505 0.761 -1.768
C 2.117 -3.322 -3.996
H -3.019 -2.489 0.884
C 0.696 2.089 3.826
H 1.228 -3.944 -4.041
F -1.688 3.170 -3.409
F 3.162 -1.843 1.992
H 5.205 -0.094 -3.634
H 5.861 -1.461 -2.814
F 1.409 -3.446 1.323
F 0.109 4.808 -3.980
O -2.311 0.625 -1.493
O -1.053 -0.437 1.037
Tl 0.352 0.953 -0.820
H 5.164 1.529 1.255
C -4.521 2.055 -2.397
H -0.055 1.566 3.231
F -2.377 1.362 3.117
F -4.402 2.659 2.651
F 1.721 -1.383 0.005
C 2.630 -1.204 -3.034
C -3.111 -2.085 1.894
C -4.946 -1.671 -1.039
C 4.493 0.700 1.504
H -3.588 -1.110 1.812
C -3.409 0.101 -1.491
H 5.160 -0.148 1.642
O 1.741 0.881 1.631
H -4.983 -2.693 -0.667
H -5.513 -1.092 -0.312
F 0.945 4.623 -1.703
H 2.530 -3.188 -4.993
F 0.622 2.573 -2.978
O 3.762 1.037 2.662
H -4.974 2.716 -1.663
F -2.165 3.718 2.579
H 0.584 3.130 3.515
F 4.115 -1.946 -0.253
H 0.587 -3.123 3.444
H 1.513 -1.855 4.081

---

(2)
DFT (wB97M-V/def2-TZVPD) results for C5H6O in the gas phase.

Output
**Energy relative to the best compared isomer or geometry (same formula, charge and spin)**: 160.8 kJ/mol
**Charge**: 0
**HOMO level**: -8.7 eV
**Molecular weight**: 82.1 Da
**SMILES string**: Cc1ccoc1
**LUMO**: 1.06 eV

Cartesian coordinates (Å):
H -2.057 -0.854 -0.424
H 0.460 2.054 0.964
C -0.986 -0.752 -0.434
C -0.438 1.604 0.517
H -1.255 1.672 1.238
H -0.690 2.214 -0.358
C -0.173 0.208 0.047
C 1.045 -1.541 -0.641
C 1.148 -0.340 -0.005
H 1.447 -0.182 1.009
H 1.755 -2.279 -1.001
O -0.255 -1.804 -0.912

---

(3)
DFT (wB97M-V/def2-TZVPD) results for a molecular structure, C5H8O.

Output
**Energy relative to the best compared isomer or geometry (same formula, charge and spin)**: 622.3 kJ/mol
**Charge**: 0
**HOMO level**: -7.7 eV
**Molecular weight**: 84.1 Da
**LUMO**: 0.77 eV

Cartesian coordinates (Å):
H 0.266 -1.945 0.921
C 0.987 0.461 -0.988
H 1.680 1.304 -0.899
H -2.028 -0.467 0.273
C -0.413 0.838 -0.515
C -0.260 0.968 0.963
H 0.875 -0.632 1.909
C 0.495 -0.869 0.915
H -0.995 1.546 -1.102
C -1.005 -0.456 -0.091
H 1.004 0.074 -2.015
H -1.237 1.093 1.459
H -0.783 -1.316 -0.719
O 1.412 -0.599 -0.111

---

(4)
DFT (wB97M-V/def2-TZVPD) results for a gas-phase ion, C11H27BN (charge -1).

Output
**Charge**: -1
**HOMO level**: -3.6 eV
**Molecular weight**: 184.2 Da
**LUMO**: 3.55 eV

Cartesian coordinates (Å):
H 4.399 0.085 0.333
C -0.830 -0.161 -2.067
H -1.507 -1.073 -2.436
H 2.054 -2.064 0.671
H -1.574 -0.355 3.151
C -0.469 -2.196 2.379
H -0.787 -2.575 -1.029
C 3.534 -0.358 0.986
C -1.851 1.111 -1.878
C -1.305 -1.414 3.572
C 2.584 -1.269 -0.004
H -2.300 -2.045 3.730
H -2.965 3.514 -2.115
H -2.886 0.827 -1.374
H -2.050 -2.919 0.897
H 2.939 0.431 1.615
H -0.446 -3.342 2.706
H -0.291 0.143 0.204
H -1.977 -1.014 1.096
C 2.098 1.179 -0.977
H -0.706 -1.350 4.575
H 3.324 -1.879 -0.712
C -1.196 2.419 -1.133
H 0.636 -1.818 2.309
H -1.801 4.621 -1.123
H -0.302 2.891 -1.736
B -0.014 -0.592 -0.692
H 1.776 -0.776 -2.103
C -1.327 -1.979 0.964
C -2.387 3.592 -1.100
H -3.081 3.486 -0.143
H -0.105 0.065 -2.987
N -0.422 -1.985 -0.248
H -0.940 2.223 0.010
H 4.046 -1.128 1.739
H 3.248 1.244 -1.284
H 1.513 1.688 -1.880
H -2.137 1.469 -2.980
C 1.593 -0.407 -0.984
H 1.911 1.711 0.049

---

(5)
DFT (wB97M-V/def2-TZVPD) results for a molecular structure, C26H60N12PdS.

Output
**Energy relative to the best compared isomer or geometry (same formula, charge and spin)**: 65.7 kJ/mol
**Charge**: 0
**HOMO level (alpha / beta)**: -3.4 / -3.4 eV
**Molecular weight**: 679.3 Da
**LUMO (alpha / beta)**: 0.60 / 0.60 eV

Cartesian coordinates (Å):
C -6.102 -4.456 -0.174
C -1.530 -5.600 1.846
Pd 0.652 0.759 0.592
C 0.062 -1.140 -3.354
C -6.327 -3.900 -1.607
H 3.444 4.833 -3.203
H -3.031 -7.204 2.173
N -1.264 3.780 2.243
H 2.865 1.946 -3.818
H -1.145 -2.982 -1.346
H -1.580 0.171 0.846
H -0.852 -6.418 1.905
H -3.234 0.324 1.466
C 3.353 1.962 0.802
H 1.696 -2.871 0.981
H 2.935 -2.460 -3.977
N -5.029 -3.723 0.469
C -3.173 3.154 0.316
H 3.177 -3.632 -2.679
H 1.710 0.062 4.230
H -0.804 -0.509 -3.447
C -4.090 -4.186 1.317
H -3.089 0.496 -0.221
H 0.156 2.733 -0.755
H -7.060 -4.511 -2.067
H 0.817 3.990 1.798
H -3.812 2.727 -0.439
H 3.050 -1.631 2.745
H 2.239 5.007 -1.885
H -0.545 0.366 3.757
N -3.974 -5.523 1.400
C 2.182 -1.851 0.891
C 2.132 -1.219 2.281
H -4.999 -2.723 0.315
H 1.300 -1.568 2.919
N -0.353 1.630 2.058
C 0.055 1.214 3.448
H -0.134 1.989 4.240
H -2.612 4.017 -0.057
H -0.139 -2.022 -4.014
H -0.755 -1.655 -0.144
N 3.661 3.502 -1.477
N 2.374 1.879 -0.269
N 2.084 0.260 2.207
C -2.439 4.481 2.713
H 4.500 -1.905 -1.301
H -2.966 4.983 1.896
H 0.422 4.229 3.500
H -1.141 -4.808 2.494
C 1.582 0.835 3.460
C 2.562 -2.804 -3.029
H -4.414 -6.098 0.613
N 2.573 -1.754 -2.040
C -1.314 2.527 1.763
H 2.190 1.768 3.665
H -2.151 5.138 3.562
C 0.061 4.388 2.465
C 2.550 2.680 -1.303
N 0.280 -1.554 -1.992
H 4.244 -0.867 -2.836
C 0.216 2.806 -1.824
H 3.943 5.576 -1.587
H -5.887 -5.553 -0.305
H 4.983 1.939 -2.199
H -3.872 3.557 1.125
H -1.499 -5.116 0.816
C 1.882 2.445 -3.715
H 3.212 -2.036 0.650
C 3.850 -1.136 -1.824
N 1.586 2.647 -2.298
H -6.797 -2.904 -1.579
H -0.483 2.158 -2.356
C -2.551 0.684 0.731
C 4.961 3.024 -1.964
C 1.439 -1.393 -1.347
H 0.981 -0.609 -3.807
C -2.959 -6.105 2.248
H 4.114 0.879 2.431
C -0.901 -1.916 -1.217
H 3.800 -0.137 1.083
H -5.397 -3.832 -2.183
S -3.141 -2.979 2.103
H 1.544 -3.186 -3.200
H -6.967 -4.407 0.485
H -0.079 3.874 -1.981
H 4.347 2.215 0.365
H 3.119 2.807 1.484
H -0.068 5.460 2.328
H 5.760 3.238 -1.209
H -3.127 -5.791 3.276
N -2.329 2.142 0.917
H 5.261 3.575 -2.856
H -1.727 -1.311 -1.591
H 1.113 1.719 -4.035
C 3.290 4.838 -2.093
H 1.824 3.396 -4.299
H -3.131 3.727 3.103
C 3.405 0.714 1.642
H 3.829 -0.285 -1.142
N 1.605 -0.977 -0.114

---

(6)
DFT (wB97M-V/def2-TZVPD) results for C7H10N2O2S in the gas phase.

Output
**Energy relative to the best compared isomer or geometry (same formula, charge and spin)**: 255.2 kJ/mol
**Charge**: 0
**HOMO level**: -8.4 eV
**Molecular weight**: 186.2 Da
**SMILES string**: CC(=O)c1c(N(C)C)s[nH]c1=O
**LUMO**: 0.38 eV

Cartesian coordinates (Å):
O 0.486 1.419 -1.800
S -1.200 -1.000 1.838
N 0.897 0.462 1.301
C -0.435 -0.427 -3.104
H 2.337 0.473 2.655
H -0.320 -1.517 -2.950
N -2.259 -1.471 0.670
C 1.607 1.684 0.825
H 0.175 0.055 -3.981
O -2.412 -1.615 -1.606
H 1.160 -0.985 2.771
C -0.667 -0.227 -0.649
H 1.186 1.776 -0.234
C -1.790 -1.247 -0.628
C -0.114 0.315 -1.854
H 0.553 0.608 3.363
H -2.910 -2.152 0.735
H 1.417 2.541 1.477
H -1.397 -0.205 -3.368
C -0.168 -0.104 0.766
H 2.636 1.437 1.088
C 1.218 0.177 2.684